(1)
69
Properties=species:S:1:pos:R:3:forces:R:3:lowdin_charge:R:1 method="wB97M-V/def2-TZVPD" multiplicity=1 total_charge=+1 e_lumo_ev="-3.6 / -3.9" total_energy_ev=-170113.072 e_homo_ev="-10.25 / -10.23" orbital_gap_ev="6.69 / 6.36"
Co -1.5112 0.0223 0.3820 0.1 -0.5 0.0 -0.08
S -0.3637 2.9114 3.5319 0.0 0.0 0.0 1.17
C -0.5250 1.4200 4.4092 0.0 0.0 0.0 -0.45
C -0.3347 1.2073 5.7712 0.0 0.0 0.0 -0.08
C -0.5958 -0.0526 6.2704 0.0 0.0 0.0 -0.07
C -1.0575 -1.0689 5.4271 0.0 0.0 0.0 -0.06
C -1.2375 -0.8576 4.0741 0.0 0.0 0.0 -0.04
C -0.9423 0.4006 3.5482 0.2 0.0 0.0 -0.29
N -1.0455 0.8120 2.2144 0.0 0.1 0.0 0.02
C -0.8316 2.1049 2.0941 -0.1 0.0 -0.1 -0.52
C -1.1589 2.7386 0.8268 0.0 0.0 0.0 -0.25
C -1.0426 4.1050 0.5858 0.0 0.0 0.0 -0.04
C -1.5670 4.6291 -0.5832 0.0 0.0 0.0 -0.07
C -2.2301 3.7886 -1.4695 0.0 0.0 0.0 -0.05
C -2.3234 2.4216 -1.2264 0.0 0.0 0.0 -0.12
C -1.7626 1.8582 -0.0884 -0.1 0.1 -0.1 -0.20
H -0.0110 2.0100 6.4210 0.0 0.0 0.0 0.12
H -0.4701 -0.2467 7.3272 0.0 0.0 0.0 0.11
H -1.2980 -2.0371 5.8477 0.0 0.0 0.0 0.11
H -1.6265 -1.6362 3.4328 0.0 0.0 0.0 0.08
H -0.5696 4.7568 1.3127 0.0 0.0 0.0 0.11
H -1.4848 5.6877 -0.7908 0.0 0.0 0.0 0.11
H -2.6745 4.2005 -2.3673 0.0 0.0 0.0 0.11
H -2.8442 1.7925 -1.9362 0.0 0.0 0.0 0.07
S -3.0647 -0.8578 -0.9102 0.2 0.2 -0.1 0.74
C -2.2327 -2.0037 -1.9686 -0.1 0.0 0.0 -0.68
C -2.9169 -3.0663 -2.5584 0.0 0.0 0.0 -0.09
C -2.2602 -3.8956 -3.4523 0.0 0.0 0.0 -0.06
C -0.9274 -3.6765 -3.7887 0.0 0.0 0.0 -0.07
C -0.2412 -2.6182 -3.2132 0.0 0.0 0.0 -0.09
C -0.8919 -1.8063 -2.2942 0.1 0.0 0.0 -0.43
As -0.1700 -0.2395 -1.4659 -0.3 0.0 0.2 1.34
C -0.0730 1.0002 -2.9426 0.0 0.0 0.1 -0.33
C -1.1323 0.9934 -3.8472 0.0 0.0 0.0 -0.11
C -1.1195 1.8574 -4.9297 0.0 0.0 0.0 -0.06
C -0.0509 2.7264 -5.1134 0.0 0.0 0.0 -0.07
C 1.0084 2.7230 -4.2191 0.0 0.0 0.0 -0.07
C 1.0004 1.8603 -3.1307 0.0 0.0 0.0 -0.08
C 1.6407 -0.4789 -0.8630 0.0 0.0 0.0 -0.36
C 2.2342 0.5947 -0.1977 0.1 0.0 -0.1 -0.14
C 3.5027 0.4572 0.3505 0.0 0.0 -0.1 -0.08
C 4.1732 -0.7551 0.2457 0.0 0.0 -0.1 -0.08
C 3.5725 -1.8294 -0.3970 0.0 0.0 0.0 -0.06
C 2.3038 -1.6973 -0.9471 0.0 0.0 0.0 -0.09
H -3.9587 -3.2345 -2.3173 0.0 0.0 0.0 0.11
H -2.7981 -4.7202 -3.9018 0.0 0.0 0.0 0.11
H -0.4327 -4.3202 -4.5032 0.0 0.0 0.0 0.11
H 0.7855 -2.4175 -3.4950 0.0 0.0 0.0 0.11
H -1.9648 0.3132 -3.7102 0.0 0.0 0.0 0.11
H -1.9421 1.8494 -5.6329 0.0 0.0 0.0 0.11
H -0.0412 3.3994 -5.9609 0.0 0.0 0.0 0.11
H 1.8485 3.3886 -4.3683 0.0 0.0 0.0 0.11
H 1.8399 1.8617 -2.4498 0.0 0.0 0.0 0.09
H 1.7054 1.5379 -0.0980 0.0 0.0 0.0 0.11
H 3.9676 1.2963 0.8529 0.0 0.0 0.0 0.12
H 5.1660 -0.8621 0.6647 0.0 0.0 0.0 0.11
H 4.0932 -2.7756 -0.4739 0.0 0.0 0.0 0.11
H 1.8295 -2.5470 -1.4212 0.0 0.0 0.0 0.10
C 2.4331 -1.3362 3.0502 -0.1 0.0 0.1 -0.04
N 1.3134 -1.3106 2.1270 -0.1 -0.1 0.1 -0.01
C 0.4924 -2.3263 1.9076 0.1 0.0 0.1 -0.80
N 0.7557 -3.4972 2.5002 0.0 0.0 0.0 0.14
S -0.8943 -2.2271 0.9118 -0.1 0.0 0.0 0.78
H 2.9072 -0.3590 3.0410 0.0 0.0 0.0 0.09
H 3.1795 -2.0725 2.7451 0.0 0.0 0.0 0.09
H 2.0935 -1.5457 4.0679 0.0 0.0 0.0 0.10
H 1.0985 -0.4520 1.6444 0.0 -0.1 0.1 0.09
H 1.5528 -3.6348 3.0966 0.0 0.0 0.0 0.10
H 0.1231 -4.2641 2.3513 0.0 0.0 0.0 0.11

***

(2)
76
Properties=species:S:1:pos:R:3:forces:R:3:lowdin_charge:R:1 method="wB97M-V/def2-TZVPD" multiplicity=1 e_lumo_ev=-0.5 total_energy_ev=-213083.122 e_homo_ev=-6.82 orbital_gap_ev=6.34
Ca -0.0376 -0.2117 -0.1297 0.4 -0.4 0.1 1.20
C -1.3783 1.9940 2.0870 0.0 0.1 0.0 -0.20
C -0.0314 2.6359 1.7849 0.0 0.0 0.1 -0.20
N 0.9671 1.6339 1.4199 0.0 0.1 -0.1 -0.12
C 2.1048 2.1866 0.6935 0.0 0.0 -0.1 -0.16
C 1.7432 2.5364 -0.7305 -0.1 0.0 0.0 -0.24
C 2.5393 3.3717 -1.4976 0.0 0.0 0.0 -0.01
C 2.1650 3.6145 -2.8099 0.0 0.0 0.0 -0.04
C 1.0091 3.0369 -3.3071 0.0 0.0 0.0 -0.02
C 0.2643 2.2159 -2.4727 0.0 0.0 0.0 -0.24
C -1.0084 1.5623 -2.9748 0.0 0.0 0.0 -0.14
N -1.6921 0.7325 -1.9929 0.0 -0.1 0.1 -0.10
C -2.8584 1.3152 -1.3373 0.0 0.0 0.0 -0.20
C -2.4841 2.1376 -0.1136 -0.1 0.0 0.0 -0.21
N -1.9241 1.2760 0.9287 0.1 -0.1 0.0 -0.12
N 0.6349 1.9750 -1.2184 0.0 -0.1 0.0 0.09
H -2.0657 2.7720 2.4466 0.0 0.0 0.0 0.12
H -1.2562 1.2703 2.8967 0.0 0.0 0.0 0.11
H 0.2750 3.2372 2.6504 0.0 0.0 0.0 0.13
H -0.1355 3.3298 0.9488 0.0 0.0 0.0 0.11
H 1.3171 1.1469 2.2377 0.0 0.0 0.0 0.08
H 2.8762 1.4161 0.6548 0.0 0.0 0.0 0.09
H 2.5421 3.0700 1.1785 0.0 0.0 0.0 0.14
H 3.4334 3.8127 -1.0774 0.0 0.0 0.0 0.12
H 2.7700 4.2550 -3.4386 0.0 0.0 0.0 0.11
H 0.6912 3.2143 -4.3265 0.0 0.0 0.0 0.12
H -0.7421 0.9445 -3.8358 0.0 0.0 0.0 0.13
H -1.6732 2.3517 -3.3506 0.0 0.0 0.0 0.13
H -1.9333 -0.1545 -2.4157 0.0 0.0 0.0 0.09
H -3.5061 0.4926 -1.0197 0.0 0.0 0.0 0.12
H -3.4471 1.9420 -2.0208 0.0 0.0 0.0 0.12
H -3.3701 2.6857 0.2358 0.0 0.0 0.0 0.12
H -1.7336 2.8780 -0.3937 0.0 0.0 0.0 0.11
H -2.6479 0.6425 1.2547 0.0 0.0 0.0 0.11
Br -1.9729 -4.3621 -6.5002 0.0 0.0 0.0 0.70
C -1.2023 -3.3498 -5.0884 0.0 0.0 -0.1 -0.71
C -0.0951 -2.5239 -5.3520 0.0 0.0 0.1 -0.12
C 0.4764 -1.8030 -4.3424 0.0 0.0 0.0 -0.01
C -0.0132 -1.8347 -2.9957 0.0 -0.1 -0.1 -0.40
O 0.5742 -1.1685 -2.0913 -0.2 0.1 0.1 -0.21
C -1.1717 -2.6585 -2.7680 0.1 0.1 0.0 -0.14
C -1.8206 -2.8084 -1.4960 -0.1 0.0 0.1 -0.08
N -1.6857 -2.0794 -0.4378 0.0 0.1 -0.3 0.02
C -2.5075 -2.3662 0.6619 -0.2 0.0 0.1 -0.22
C -3.8115 -2.7973 0.5659 0.1 0.0 0.0 -0.02
C -4.5736 -3.0820 1.7158 0.0 0.0 0.1 -0.07
C -4.0415 -2.9311 2.9641 0.0 0.0 0.0 -0.04
C -2.7199 -2.4495 3.1085 0.1 0.0 -0.1 -0.16
C -2.1004 -2.2617 4.3657 0.1 0.0 0.0 -0.01
C -0.8220 -1.7911 4.4247 -0.1 0.0 0.0 -0.03
C -0.1586 -1.4674 3.2223 0.0 0.0 0.0 -0.15
N -0.7035 -1.6151 2.0406 -0.1 0.1 -0.1 0.05
C -1.9600 -2.1338 1.9599 0.0 0.0 0.1 -0.17
C -1.7122 -3.4240 -3.8277 0.0 0.0 0.1 -0.10
H 0.3093 -2.4756 -6.3547 0.0 0.0 0.0 0.10
H 1.3502 -1.1904 -4.5271 0.0 0.0 0.0 0.12
H -2.5212 -3.6500 -1.4550 0.0 0.0 0.0 0.12
H -4.2671 -2.9109 -0.4095 0.0 0.0 0.0 0.11
H -5.5921 -3.4285 1.5982 0.0 0.0 0.0 0.11
H -4.6181 -3.1654 3.8501 0.0 0.0 0.0 0.11
H -2.6513 -2.5061 5.2663 0.0 0.0 0.0 0.12
H -0.3109 -1.6544 5.3675 0.0 0.0 0.0 0.11
H 0.8607 -1.0950 3.2282 0.0 0.0 0.0 0.05
H -2.5589 -4.0706 -3.6278 0.0 0.0 0.0 0.10
F 7.1327 1.8586 3.1529 0.0 0.0 0.0 0.11
C 6.1309 1.1100 2.6792 0.0 0.0 0.0 -0.15
C 6.2741 0.4139 1.4924 0.0 0.0 0.0 -0.15
F 7.4273 0.4998 0.8210 0.0 0.0 0.0 0.11
C 5.2333 -0.3585 1.0074 -0.1 0.0 0.1 -0.27
F 5.4341 -0.9939 -0.1487 0.0 0.0 0.0 0.08
C 4.0108 -0.4747 1.6715 0.0 0.1 0.1 -0.59
Se 2.5910 -1.5297 1.0027 -0.1 0.0 -0.1 0.64
C 3.9125 0.2473 2.8590 0.0 -0.1 -0.1 -0.27
F 2.7550 0.2358 3.5646 0.1 0.0 0.1 0.03
C 4.9360 1.0237 3.3664 0.0 0.0 0.1 -0.15
F 4.7756 1.7023 4.5109 0.0 0.0 0.0 0.11

***

(3)
72
Properties=species:S:1:pos:R:3:forces:R:3:lowdin_charge:R:1 method="wB97M-V/def2-TZVPD" multiplicity=1 total_charge=-1 e_lumo_ev="1.4 / 1.4" total_energy_ev=-114144.331 e_homo_ev="-4.21 / -4.36" orbital_gap_ev="5.61 / 5.80"
Cd -0.5413 -0.4288 -0.9843 0.0 -0.7 0.0 1.04
S -0.4345 -1.0742 -3.4642 -0.1 0.1 0.0 0.39
C -2.1697 -1.1834 -3.7205 0.0 0.0 0.0 -0.74
C -2.6517 -2.1379 -4.6333 0.1 0.0 0.0 -0.14
C -3.9956 -2.2879 -4.9093 0.0 0.0 0.0 -0.11
C -4.9377 -1.4782 -4.2826 0.0 0.0 0.0 -0.11
C -4.4965 -0.5245 -3.3849 0.0 0.0 0.0 -0.13
C -3.1406 -0.3780 -3.0898 0.0 0.0 0.0 -0.56
S -2.6861 0.8892 -1.9197 0.0 0.1 0.0 0.88
C -3.5323 0.2654 -0.4281 0.0 0.0 0.0 -0.40
C -2.8200 0.6440 0.8528 -0.1 -0.1 0.0 -0.38
C -3.6348 1.0337 1.9429 0.0 0.0 0.0 0.00
C -3.0439 1.1999 3.1979 0.0 0.0 0.0 -0.06
C -1.7021 1.0513 3.3378 -0.1 -0.1 0.0 0.03
C -0.8067 0.8470 2.1472 0.0 0.3 0.1 -0.36
C 1.3698 -0.1238 1.5226 0.1 -0.2 0.0 -0.42
S 1.6299 -1.5002 0.2942 -0.2 0.2 0.0 0.84
C 0.9904 -2.8677 1.2180 0.0 0.0 0.1 -0.58
C 1.8709 -3.4702 2.1193 0.0 0.0 0.0 -0.14
C 1.4680 -4.5076 2.9376 0.0 0.0 0.0 -0.12
C 0.1495 -4.9477 2.8391 0.0 0.0 0.0 -0.11
C -0.7203 -4.3691 1.9388 0.0 0.0 0.0 -0.15
C -0.3426 -3.3123 1.0813 0.0 0.0 0.0 -0.74
S -1.5249 -2.7228 -0.0554 0.0 0.0 0.0 0.47
N -1.5357 0.5305 0.9252 0.2 0.1 0.0 0.07
H -1.9239 -2.7783 -5.1149 0.0 0.0 0.0 0.09
H -4.3140 -3.0451 -5.6161 0.0 0.0 0.0 0.09
H -5.9937 -1.5845 -4.4947 0.0 0.0 0.0 0.09
H -5.2100 0.1334 -2.9024 0.0 0.0 0.0 0.10
H -3.5677 -0.8239 -0.5051 0.0 0.0 0.0 0.05
H -4.5501 0.6501 -0.3989 0.0 0.0 0.0 0.07
H -4.7023 1.1294 1.8047 0.0 0.0 0.0 0.10
H -3.6477 1.4564 4.0593 0.0 0.0 0.0 0.10
H -1.2383 1.1915 4.3004 0.0 0.0 -0.1 0.11
H 2.2573 -0.0938 2.1530 0.0 0.0 0.0 0.09
H 1.3477 0.7832 0.9170 0.0 0.0 0.0 0.05
H 2.8874 -3.0982 2.1737 0.0 0.0 0.0 0.09
H 2.1602 -4.9626 3.6340 0.0 0.0 0.0 0.09
H -0.2003 -5.7562 3.4710 0.0 0.0 0.0 0.09
H -1.7408 -4.7234 1.8670 0.0 0.0 0.0 0.08
Cl -0.0186 5.5638 -0.1109 0.0 0.0 0.0 0.66
C 0.2836 4.3909 1.1306 0.0 0.0 0.0 -0.58
C 1.1531 4.7105 2.1407 -0.1 0.0 0.0 -0.17
C 1.4275 3.7900 3.1357 0.0 -0.1 0.0 -0.59
Cl 2.5719 4.3220 4.3620 0.0 0.0 -0.1 0.64
C 0.8418 2.4982 3.1473 0.1 0.1 0.0 -0.19
C 1.2436 1.6290 4.2246 -0.1 -0.1 0.1 -0.05
C 0.9859 0.2661 4.5106 0.1 0.1 0.0 -0.11
C 0.4520 -0.6388 3.6537 -0.1 0.0 -0.1 -0.10
N 0.1767 -0.2524 2.3180 0.0 -0.1 0.1 -0.10
C -0.0890 2.2116 2.0986 0.0 -0.1 0.0 -0.04
C -0.4095 3.1255 1.0353 0.1 0.0 0.0 -0.45
O -1.1845 2.8792 0.0851 -0.1 0.2 0.0 -0.09
H 1.6230 5.6840 2.1579 0.0 0.0 0.0 0.09
H 1.8404 2.1215 4.9774 0.0 0.0 0.0 0.05
H 1.2736 -0.0812 5.4984 0.0 0.0 0.0 0.10
H 0.2310 -1.6607 3.9424 0.1 0.0 0.0 0.11
C 2.9830 1.2189 -4.5810 0.0 0.0 0.0 -0.04
C 3.4149 0.8249 -3.1631 -0.2 0.0 -0.1 -0.59
C 3.7941 -0.6609 -3.1132 0.0 0.0 0.0 -0.04
C 4.5678 1.7039 -2.6707 0.0 0.0 0.0 -0.04
C 2.2583 1.0115 -2.2707 0.2 0.0 0.0 -0.18
N 1.3611 1.0968 -1.5635 0.0 0.1 0.1 0.14
H 3.8209 1.0627 -5.2629 0.0 0.0 0.0 0.09
H 2.6884 2.2679 -4.6213 0.0 0.0 0.0 0.09
H 2.1372 0.6135 -4.9080 0.0 0.0 0.0 0.08
H 4.6652 -0.8245 -3.7501 0.0 0.0 0.0 0.09
H 2.9717 -1.2811 -3.4714 0.0 0.0 0.0 0.08
H 4.0350 -0.9715 -2.0960 0.0 0.0 0.0 0.08
H 5.4214 1.5722 -3.3376 0.0 0.0 0.0 0.09
H 4.8682 1.4254 -1.6604 0.0 0.0 0.0 0.09
H 4.2850 2.7566 -2.6682 0.0 0.0 0.0 0.09

***

(4)
78
Properties=species:S:1:pos:R:3:forces:R:3:lowdin_charge:R:1 method="wB97M-V/def2-TZVPD" multiplicity=5 total_charge=+1 e_lumo_ev="-4.8 / -4.0" total_energy_ev=-170760.361 e_homo_ev="-10.25 / -10.25" orbital_gap_ev="5.44 / 6.23"
Mn -0.4685 0.7308 0.0365 -0.7 -1.4 1.2 0.32
Cl 1.3940 0.4702 -1.2543 1.2 -0.9 -1.1 0.82
C 2.4829 1.7865 -0.9613 0.4 1.2 0.5 -0.58
C 3.7447 1.7760 -1.5309 -0.2 -0.3 -0.1 -0.07
C 4.6039 2.8357 -1.2851 0.0 0.0 0.0 -0.04
C 4.1909 3.9170 -0.5221 0.0 0.0 0.1 -0.04
C 2.9207 3.9292 0.0250 -0.2 -0.1 0.0 -0.06
C 2.0646 2.8468 -0.1537 -0.4 -0.6 -0.1 -0.35
P 0.3439 2.8425 0.4863 0.8 2.5 0.5 1.04
C -0.2150 4.4249 -0.2276 -0.2 -0.4 -0.2 -0.38
C -0.3511 4.4635 -1.6151 0.1 0.0 0.1 -0.12
C -0.6953 5.6464 -2.2393 0.0 0.0 0.0 -0.06
C -0.9035 6.7888 -1.4797 0.0 0.0 0.0 -0.05
C -0.7925 6.7438 -0.1007 0.0 0.1 0.0 -0.06
C -0.4516 5.5628 0.5360 0.0 -0.3 0.0 -0.07
C 0.3078 3.1406 2.2847 -0.4 -0.4 -0.2 -0.36
C 1.2815 3.7503 3.0660 -0.1 0.1 -0.1 -0.08
C 1.0686 3.8848 4.4289 -0.1 0.3 -0.1 -0.07
C -0.0918 3.4099 5.0184 -0.1 0.0 -0.1 -0.06
C -1.0775 2.8254 4.2380 -0.1 0.0 0.0 -0.05
C -0.8793 2.7018 2.8776 0.1 0.0 -0.2 -0.11
H 4.0392 0.9551 -2.1652 0.1 -0.1 0.0 0.12
H 5.5992 2.8228 -1.7029 0.0 0.0 -0.1 0.12
H 4.8495 4.7589 -0.3626 0.0 0.0 0.0 0.12
H 2.5661 4.7815 0.5846 0.0 0.1 0.0 0.11
H -0.1938 3.5596 -2.1935 0.0 0.0 -0.1 0.09
H -0.8025 5.6815 -3.3127 0.0 0.0 -0.1 0.12
H -1.1633 7.7140 -1.9678 0.0 0.1 -0.1 0.11
H -0.9709 7.6322 0.4857 0.0 0.1 0.0 0.11
H -0.3778 5.5263 1.6135 0.0 0.0 0.1 0.11
H 2.2062 4.0971 2.6332 0.1 0.0 0.0 0.10
H 1.8214 4.3531 5.0426 0.1 0.0 0.0 0.12
H -0.2323 3.4834 6.0850 0.0 0.1 0.1 0.12
H -1.9936 2.4628 4.6793 -0.1 0.0 0.1 0.12
H -1.6464 2.2511 2.2513 0.0 0.0 0.2 0.07
O -2.5469 -3.3604 3.4971 -0.4 -0.3 -0.2 0.15
C -1.9440 -2.4725 4.2629 0.2 0.2 0.1 -0.50
O -2.1113 -2.4204 5.4508 -0.1 -0.1 0.0 0.09
C -1.0101 -1.5157 3.5961 0.1 0.3 -0.1 -0.03
C -0.0803 -0.7257 4.2720 -0.5 -0.5 -0.4 -0.53
Cl 0.1865 -0.7349 5.9378 0.2 0.0 0.0 0.89
N 0.5956 0.0157 3.3521 -0.8 -0.4 0.3 -0.03
N 0.0893 -0.2122 2.1283 -0.3 -0.1 -0.6 0.08
C -0.8520 -1.1526 2.2476 0.5 0.2 0.4 -0.12
C -1.3453 -1.7526 0.9613 -0.1 -1.1 1.4 -0.58
O -1.8059 -2.8966 0.9663 -0.2 0.9 -0.2 0.05
O -1.1426 -1.0369 -0.0590 -0.5 0.7 -1.4 -0.20
C 1.8335 0.6837 3.4883 0.8 0.2 0.0 -0.19
C 2.2540 1.2221 4.6972 0.0 -0.3 -0.1 -0.07
C 3.5061 1.8020 4.7900 0.0 -0.1 -0.2 -0.06
C 4.3428 1.8604 3.6885 0.0 0.1 0.1 -0.06
C 3.9239 1.3178 2.4839 -0.1 0.1 0.0 -0.06
C 2.6736 0.7345 2.3780 -0.1 -0.1 0.0 -0.02
H -2.3565 -3.2830 2.5284 0.2 0.2 0.3 0.08
H 1.6250 1.1838 5.5639 -0.1 0.1 0.1 0.06
H 3.8212 2.2084 5.7361 0.1 0.1 0.2 0.12
H 5.3158 2.3192 3.7739 0.1 0.0 0.0 0.11
H 4.5868 1.3244 1.6320 0.0 0.0 -0.1 0.11
H 2.3595 0.2802 1.4496 0.1 -0.1 0.0 0.07
Cl -3.4443 3.3126 -0.4902 0.3 -0.3 0.3 0.30
Si -2.6840 1.3952 -0.5335 -1.1 0.6 -1.2 -0.58
Cl -1.9662 1.1452 -2.5191 0.0 0.0 0.6 0.28
Cl -4.3294 0.2001 -0.3564 0.5 0.0 0.3 0.32
C 3.5083 -4.9345 -0.8008 0.2 0.2 -0.1 -0.06
N 2.2096 -5.1412 -0.2312 -0.4 -0.4 0.0 -0.17
C 1.7116 -6.4700 0.0753 0.1 -0.3 0.0 -0.11
C 0.3077 -6.1946 0.6384 -0.2 -0.3 0.1 -0.12
N 0.3089 -4.7514 0.8029 -0.2 -0.5 0.1 0.04
C 1.3902 -4.2025 0.2442 0.2 0.9 0.0 -0.81
S 1.7022 -2.5572 0.1911 0.2 0.4 0.0 0.64
H 3.6846 -5.6948 -1.5615 0.0 0.0 0.0 0.09
H 4.2927 -4.9927 -0.0407 0.0 0.0 0.0 0.10
H 3.5432 -3.9475 -1.2597 0.0 -0.1 0.0 0.05
H 2.3647 -6.9488 0.8112 -0.1 -0.1 0.0 0.13
H 1.6959 -7.0825 -0.8290 0.0 0.0 0.1 0.12
H 0.1368 -6.6807 1.6012 0.0 -0.1 -0.2 0.12
H -0.4780 -6.5036 -0.0562 0.1 0.0 0.0 0.12
H -0.5509 -4.2334 0.9644 0.5 0.0 -0.1 0.10